(1)
# C12H36N6O6

6 unconnected molecules or ions with the total composition C12H36N6O6 (ωB97M-V/def2-TZVPD, the OMol25 dataset).

Computed properties:
HOMO-LUMO gap, hartree: 0.355
LUMO, eV: -0.022
SMILES: NC(N)=O.NC(N)=O.NC(N)=O.CC(C)O.CC(C)O.CC(C)O
Energy, eV: -34254.604
Energy above the lowest of the compared OMol25 structures with the same formula, charge and spin, kJ/mol: 214.0
M, g/mol: 360.46

Structure (XYZ):
```
60
C12H36N6O6 | the OMol25 dataset | ωB97M-V/def2-TZVPD
O -1.23 0.06 -2.60
O 4.47 -1.67 -3.77
O -0.15 3.12 -3.72
O 3.55 3.66 0.96
O -1.73 -4.97 0.28
O -2.22 -1.81 4.11
N -3.29 -3.57 1.24
N -1.31 -3.78 2.19
N 2.46 -1.70 -2.60
N 0.97 4.39 -2.21
N -1.23 4.26 -2.10
N 3.36 -3.58 -3.50
C -0.15 3.87 -2.73
C -1.48 -0.99 -1.68
C 3.57 2.81 -0.19
C 3.47 -2.24 -3.36
C -2.44 0.41 5.02
C -1.27 -0.39 -0.28
C -2.57 0.01 2.51
C 5.06 2.72 -0.57
C -2.86 -0.56 3.93
C 3.10 1.45 0.25
C -2.85 -1.60 -1.82
C -2.05 -4.13 1.13
H 1.80 4.27 -2.77
H 5.19 2.08 -1.45
H 2.63 3.89 1.07
H 2.39 -0.70 -2.51
H -3.04 1.32 4.94
H -4.00 -4.16 0.84
H -2.69 1.09 2.45
H 4.27 -3.97 -3.69
H 2.03 1.61 0.44
H 1.58 -2.18 -2.68
H -1.52 -1.71 4.76
H 3.00 3.27 -1.00
H 5.70 2.31 0.20
H -2.64 -0.08 5.98
H -3.19 -0.52 1.79
H -1.51 -1.13 0.48
H -3.59 -0.81 -1.66
H -1.32 4.80 -1.26
H -0.93 0.84 -2.13
H -1.37 0.56 5.19
H 5.51 3.66 -0.90
H -3.94 -0.55 4.08
H -2.07 3.81 -2.44
H -0.22 -0.27 0.03
H -0.34 -4.07 2.08
H -1.85 0.52 -0.10
H -2.94 -1.99 -2.83
H 3.39 0.73 -0.52
H -1.52 -0.08 2.25
H 3.46 1.13 1.23
H -3.12 -2.31 -1.03
H 2.59 -4.05 -3.07
H -0.79 -1.83 -1.85
H 0.91 5.05 -1.45
H -3.42 -2.97 2.03
H -1.65 -3.32 3.02
```

***

(2)
# C12H36NaO16P4

A molecular structure, C12H36NaO16P4 (ωB97M-V/def2-TZVPD, the OMol25 dataset).

Computed properties:
HOMO-LUMO gap, hartree: 0.343
LUMO, eV: -3.474
Charge: +1
Energy, eV: -87362.354
Energy above the lowest of the compared OMol25 structures with the same formula, charge and spin, kJ/mol: 437.4
M, g/mol: 583.29

Structure (XYZ):
```
69
C12H36NaO16P4 | the OMol25 dataset | ωB97M-V/def2-TZVPD
P -13.94 -15.07 -0.63
P -16.40 -22.82 -1.85
P -11.87 -18.88 -6.77
P -16.13 -13.02 -6.15
Na -16.03 -18.04 -4.51
O -11.22 -17.78 -5.72
O -13.30 -19.25 -6.51
O -15.28 -23.97 -1.72
O -15.76 -14.42 -5.88
O -10.80 -20.07 -6.67
O -11.55 -18.22 -8.21
O -15.02 -12.20 -7.02
O -17.81 -23.56 -2.01
O -13.87 -15.55 0.92
O -16.46 -22.26 -0.34
O -16.43 -12.12 -4.82
O -14.57 -13.57 -0.54
O -16.15 -21.82 -2.87
O -17.44 -12.86 -7.05
O -14.73 -16.00 -1.47
O -12.36 -14.83 -1.03
C -15.66 -25.16 -1.10
C -17.88 -11.66 -7.55
C -14.00 -11.45 -6.39
C -11.47 -15.88 -1.08
C -10.25 -18.00 -8.69
C -14.06 -12.62 0.31
C -17.69 -12.32 -4.09
C -17.08 -21.01 -0.08
C -11.13 -21.28 -6.05
C -11.31 -16.36 -5.98
C -14.95 -15.41 1.71
C -18.29 -24.15 -3.22
H -13.79 -11.91 -5.42
H -14.49 -12.53 1.31
H -12.16 -21.41 -5.71
H -16.30 -20.34 0.26
H -15.57 -16.30 1.76
H -17.57 -11.42 -8.57
H -9.56 -18.36 -7.93
H -14.31 -10.46 -6.05
H -17.47 -10.81 -7.01
H -17.57 -12.03 -3.04
H -11.01 -16.06 -0.11
H -14.97 -25.97 -1.29
H -19.32 -23.87 -3.43
H -10.09 -18.54 -9.62
H -10.95 -22.13 -6.70
H -17.82 -21.27 0.67
H -11.76 -16.07 -6.93
H -17.94 -13.38 -4.08
H -15.55 -14.52 1.53
H -11.88 -15.82 -5.23
H -13.09 -11.43 -7.00
H -13.01 -12.79 0.58
H -14.19 -11.57 0.03
H -18.96 -11.62 -7.41
H -15.64 -25.12 -0.01
H -17.76 -23.78 -4.10
H -10.62 -15.62 -1.71
H -18.51 -11.77 -4.54
H -10.36 -16.94 -8.95
H -18.18 -25.23 -3.15
H -10.55 -21.40 -5.13
H -11.93 -16.80 -1.46
H -16.63 -25.55 -1.40
H -17.61 -20.59 -0.94
H -10.26 -16.10 -6.05
H -14.47 -15.20 2.67
```

***

(3)
# C12H36O6

6 unconnected molecules or ions with the total composition C12H36O6 (ωB97M-V/def2-TZVPD, the OMol25 dataset).

Computed properties:
HOMO-LUMO gap, hartree: 0.382
LUMO, eV: 0.545
SMILES: CCO.CCO.CCO.CCO.CCO.CCO
Energy, eV: -25310.485
Energy above the lowest of the compared OMol25 structures with the same formula, charge and spin, kJ/mol: 262.1
M, g/mol: 276.41

Structure (XYZ):
```
54
C12H36O6 | the OMol25 dataset | ωB97M-V/def2-TZVPD
O -1.19 0.14 -1.75
O -1.30 0.60 4.42
O 4.24 1.36 -0.36
O 4.53 -3.52 -3.62
O -5.89 -3.38 -0.50
O -1.35 2.35 2.24
C -0.29 -0.28 3.88
C 4.35 2.09 -2.63
C 4.65 2.44 -1.19
C -0.46 0.84 -0.75
C 0.99 0.53 3.69
C -5.74 -2.35 -1.47
C 2.69 -3.50 -2.02
C -4.25 -2.02 -1.59
C 0.80 0.00 -0.44
C 3.98 -2.82 -2.51
C -2.61 2.61 1.63
C -3.39 3.54 2.55
H 4.59 2.96 -3.24
H 3.31 1.77 -2.79
H -4.42 3.72 2.20
H -2.41 3.14 0.70
H -3.59 3.06 3.52
H 0.87 1.49 3.19
H 3.71 -1.82 -2.85
H -0.65 -0.62 2.90
H -2.94 4.50 2.76
H 2.90 -4.25 -1.25
H -2.01 0.05 4.78
H -4.08 -1.09 -2.13
H 4.40 1.51 0.57
H 4.79 1.13 -2.92
H 4.69 -2.62 -1.71
H -3.21 1.72 1.40
H -6.82 -3.60 -0.39
H 1.67 -0.05 3.06
H -0.14 1.85 -1.00
H -5.98 -2.77 -2.45
H 2.25 -3.95 -2.90
H 5.69 2.73 -1.06
H 1.62 0.21 -1.12
H -1.47 1.74 3.00
H 1.13 0.28 0.57
H -0.11 -1.18 4.46
H 2.12 -2.74 -1.49
H -1.02 0.89 0.19
H 4.08 3.32 -0.87
H 5.16 -4.17 -3.29
H -3.83 -1.84 -0.59
H -6.36 -1.50 -1.18
H -1.99 0.63 -1.92
H 0.47 -1.03 -0.45
H 1.47 0.74 4.64
H -3.68 -2.88 -1.94
```

***

(4)
# C12H36O6

6 unconnected molecules or ions with the total composition C12H36O6 (ωB97M-V/def2-TZVPD, the OMol25 dataset).

Computed properties:
HOMO-LUMO gap, hartree: 0.365
LUMO, eV: 0.575
SMILES: CCO.CCO.CCO.CCO.CCO.CCO
Energy, eV: -25310.553
Energy above the lowest of the compared OMol25 structures with the same formula, charge and spin, kJ/mol: 255.6
M, g/mol: 276.41

Structure (XYZ):
```
54
C12H36O6 | the OMol25 dataset | ωB97M-V/def2-TZVPD
O -2.40 -0.75 1.64
O -1.87 -0.05 -1.14
O 3.57 -1.44 -2.08
O 0.92 5.55 -1.02
O -3.35 2.28 -1.23
O 2.49 -1.99 2.46
C -1.23 -0.32 3.58
C -0.50 -0.20 -1.28
C 5.07 -3.23 -1.36
C 0.39 4.58 -1.91
C -4.67 3.67 0.14
C -0.21 -1.71 -1.45
C 2.53 -4.26 1.58
C -0.72 3.75 -1.27
C 1.70 -2.98 1.82
C -3.91 2.36 0.09
C 3.72 -2.83 -2.01
C -2.10 0.30 2.55
H -0.62 -1.95 -2.43
H -4.56 1.48 0.14
H -5.30 3.78 -0.74
H -2.73 -1.56 2.03
H 2.89 -3.23 -1.43
H -3.98 4.50 0.31
H 5.15 -4.31 -1.28
H 0.87 -1.88 -1.41
H -1.62 -1.17 4.14
H -2.75 1.53 -1.26
H 3.56 -3.30 -2.98
H -5.46 3.80 0.88
H -2.99 0.75 3.00
H -1.00 0.38 4.39
H -1.60 1.12 2.04
H 1.95 -5.15 1.34
H -0.32 -0.78 3.19
H -1.65 4.32 -1.26
H 5.21 -2.81 -0.37
H -0.12 0.31 -2.16
H -0.43 3.37 -0.29
H 5.91 -2.79 -1.89
H 1.16 3.91 -2.31
H -3.16 2.31 0.87
H -2.12 -0.46 -0.31
H -0.05 0.17 -0.36
H -0.95 2.86 -1.85
H 3.11 -4.41 2.49
H 0.07 5.09 -2.82
H 2.93 -1.49 1.77
H 0.91 -3.19 2.55
H 1.17 -2.66 0.92
H -0.69 -2.32 -0.68
H 3.32 -4.18 0.83
H 3.95 -1.19 -2.92
H 0.53 6.39 -1.26
```